Entry 1:
Below is 8 unconnected molecules or ions with the total composition C35H47F24N5O3 in a non-equilibrium geometry, with properties calculated with ωB97M-V/def2-TZVPD.

Its SMILES is FC(F)C(F)(F)COC(F)(F)C(F)F.FC(F)C(F)(F)COC(F)(F)C(F)F.FC(F)C(F)(F)COC(F)(F)C(F)F.CCCC#N.CCCC#N.CCCC#N.CCCC#N.CCCC#N. The lowest unoccupied orbital energy comes out at -0.1 eV. The calculation puts the orbital gap at 0.410 Ha. As for the total energy: -115865.9962 eV. As for the spin multiplicity: 1.

Geometry as XYZ:
```
114
Properties=species:S:1:pos:R:3:forces:R:3
F -7.669 -18.435 9.512 -0.1 -0.2 -0.6
C -6.698 -17.562 9.809 0.0 0.3 2.6
F -5.512 -17.934 9.307 0.4 -0.1 -1.8
C -7.117 -16.109 9.465 3.2 -0.7 1.1
F -8.084 -15.708 10.245 -1.7 0.2 1.3
F -7.513 -16.058 8.225 -0.8 0.2 -2.4
C -5.897 -15.202 9.601 1.3 0.7 0.8
O -5.267 -15.260 10.955 0.6 0.6 -1.1
C -3.909 -14.839 10.978 -2.3 -0.7 -0.8
F -3.277 -15.658 10.044 0.3 1.4 1.4
F -3.726 -13.536 10.652 -0.1 -0.9 -0.3
C -3.438 -15.098 12.411 0.6 -2.1 1.0
F -2.106 -14.986 12.509 0.7 0.3 -0.6
F -3.936 -14.370 13.419 -0.8 1.0 -0.7
H -6.454 -17.636 10.868 -0.9 0.3 0.4
H -6.103 -14.143 9.446 -0.5 -0.2 -0.3
H -5.201 -15.543 8.834 0.1 0.1 0.2
H -3.704 -16.124 12.665 0.0 -0.3 -0.3
F -6.348 -22.372 0.491 -0.4 1.4 1.2
C -5.428 -23.272 0.175 -1.9 -3.0 -0.7
F -4.498 -22.724 -0.579 1.8 0.9 0.2
C -4.945 -24.125 1.411 1.6 0.9 -2.0
F -5.931 -24.686 2.045 -2.6 -1.6 -0.1
F -4.464 -23.323 2.360 1.7 1.4 0.6
C -3.857 -25.161 1.020 -0.5 0.2 0.3
O -4.275 -25.964 -0.116 1.4 0.0 0.2
C -3.233 -26.659 -0.826 -3.9 0.8 1.9
F -2.504 -25.824 -1.477 1.0 1.9 -2.1
F -2.401 -27.251 -0.023 0.8 -1.6 1.7
C -3.942 -27.652 -1.742 1.1 -2.0 -2.7
F -4.658 -28.651 -1.215 -0.5 0.3 1.6
F -4.701 -27.063 -2.672 -0.9 1.4 0.1
H -5.960 -23.933 -0.509 0.0 -0.7 0.2
H -3.758 -25.756 1.928 0.1 -0.4 -0.1
H -2.936 -24.590 0.903 0.1 -0.2 -0.6
H -3.251 -28.208 -2.375 1.2 0.3 0.4
F -22.687 -19.517 -2.580 0.9 0.1 0.7
C -22.095 -18.286 -2.590 -0.9 0.8 -0.9
F -22.449 -17.583 -1.473 0.4 -0.7 -0.3
C -20.550 -18.288 -2.772 -0.8 -1.9 1.5
F -20.095 -17.077 -2.739 0.3 2.8 0.4
F -20.261 -18.748 -3.978 -0.1 -0.9 -1.7
C -19.852 -19.136 -1.749 2.0 -0.8 0.7
O -18.410 -18.946 -1.965 0.9 1.1 0.3
C -17.543 -19.342 -0.937 -2.7 0.7 -0.8
F -17.944 -18.806 0.235 0.2 0.0 0.3
F -17.759 -20.664 -0.873 1.1 -0.9 0.9
C -16.060 -18.993 -1.200 0.4 -0.8 -2.1
F -15.808 -17.661 -1.263 -0.4 -0.7 0.7
F -15.220 -19.631 -0.352 -0.5 0.6 0.8
H -22.555 -17.809 -3.455 0.2 0.5 0.0
H -20.046 -20.190 -1.949 -0.4 0.1 0.2
H -20.073 -18.862 -0.717 -0.4 0.0 -0.2
H -15.800 -19.427 -2.165 -0.3 0.2 -0.3
C -13.994 -25.182 3.146 -0.5 0.5 0.3
C -13.256 -24.330 2.106 0.0 -0.6 1.1
C -13.664 -24.702 0.689 0.8 0.4 -0.6
C -13.210 -26.051 0.274 -0.9 0.2 0.5
N -12.898 -27.115 -0.025 0.1 0.1 0.0
H -14.048 -26.220 2.817 0.2 -0.1 0.4
H -15.007 -24.831 3.344 -0.4 0.0 -0.7
H -13.613 -25.051 4.159 0.7 -0.5 -0.2
H -12.188 -24.494 2.250 0.1 0.0 -0.2
H -13.433 -23.278 2.331 -0.1 0.1 -0.4
H -13.157 -24.041 -0.014 0.0 0.2 -0.1
H -14.727 -24.515 0.536 -0.1 -0.6 -0.1
C -9.499 -16.032 -1.676 -0.5 0.8 2.0
C -9.761 -17.284 -2.488 0.5 1.1 -0.2
C -9.250 -17.043 -3.920 -0.7 0.0 -1.0
C -9.907 -15.906 -4.629 -0.9 1.6 -0.2
N -10.448 -15.002 -5.135 1.2 -1.9 1.0
H -8.470 -15.709 -1.518 0.2 -0.4 -0.5
H -9.874 -16.140 -0.658 0.1 -0.7 0.3
H -10.060 -15.119 -1.876 -0.1 -0.1 -1.2
H -10.824 -17.517 -2.428 0.0 0.0 -0.4
H -9.229 -18.119 -2.031 0.1 0.0 -0.2
H -9.450 -17.874 -4.597 0.1 -0.4 0.2
H -8.174 -16.875 -3.964 0.0 0.1 0.3
C -10.568 -30.155 7.962 0.4 -0.2 0.0
C -10.231 -28.732 8.430 -1.0 -0.8 -0.2
C -11.101 -27.706 7.724 -0.1 0.6 -0.8
C -12.538 -27.941 7.733 0.4 0.0 0.6
N -13.667 -28.119 7.727 -0.8 -0.1 0.0
H -10.151 -30.334 6.971 -0.2 0.0 -0.2
H -11.638 -30.362 7.951 0.0 0.2 -0.1
H -10.128 -30.925 8.595 0.1 0.2 0.2
H -9.192 -28.504 8.192 0.0 0.1 0.5
H -10.485 -28.659 9.488 0.6 0.1 0.2
H -10.907 -27.670 6.653 0.5 0.0 -0.1
H -10.922 -26.701 8.107 0.0 0.0 0.0
C -11.404 -19.045 4.205 0.1 -0.3 0.5
C -10.307 -19.829 3.501 0.6 -1.0 -0.1
C -9.429 -20.724 4.411 0.2 0.3 0.8
C -10.172 -21.797 5.085 -0.3 -0.1 0.7
N -10.764 -22.581 5.693 0.4 0.4 -0.6
H -11.843 -18.265 3.583 0.2 0.0 0.0
H -11.024 -18.620 5.134 0.0 0.3 -0.1
H -12.220 -19.699 4.511 0.0 -0.1 -0.1
H -9.582 -19.203 2.980 -0.3 0.2 -0.2
H -10.767 -20.530 2.805 0.0 0.3 -0.5
H -8.933 -20.113 5.166 -0.5 0.2 0.5
H -8.516 -21.148 3.993 -0.4 -0.2 -0.9
C -5.538 -23.812 8.165 -0.6 -0.9 0.4
C -4.157 -24.390 8.498 0.3 0.4 -0.6
C -4.052 -25.215 9.784 -0.5 0.4 0.0
C -4.514 -26.564 9.547 0.7 2.8 0.8
N -4.844 -27.617 9.349 -1.1 -3.4 -0.7
H -5.634 -23.337 7.188 0.5 0.3 0.2
H -5.961 -23.189 8.953 0.3 0.3 -0.1
H -6.252 -24.630 8.079 0.0 -0.3 0.1
H -3.402 -23.607 8.570 -0.1 0.1 -0.2
H -3.880 -25.047 7.674 0.3 0.1 -0.1
H -4.681 -24.741 10.538 0.1 -0.1 0.3
H -3.037 -25.296 10.172 0.0 0.2 -0.1
```
Positions in Å, forces in eV/Å.


Entry 2:
Below is a molecular structure, C35H48AsI2N3O3OsS3Si2, with properties calculated with ωB97M-V/def2-TZVPD.

Its charge is +2. The lowest unoccupied orbital energy (alpha / beta) comes out at -6.5 / -6.4 eV. As for the energy relative to the best compared isomer or geometry (same formula, charge and spin): 0.000 eV. The calculation puts the orbital gap (alpha / beta) at 0.204 / 0.206 Ha. As for the total energy: -175445.7803 eV. As for the spin multiplicity: 1.

Geometry as XYZ:
```
98
Properties=species:S:1:pos:R:3:forces:R:3
Os -0.079 0.778 -0.195 0.1 0.2 0.2
O -1.948 1.670 0.348 0.0 0.0 0.0
S -3.156 2.333 0.970 0.0 0.0 0.0
C -4.495 1.118 0.866 0.0 0.0 0.0
C -4.083 -0.321 1.173 0.0 0.0 0.0
C -3.933 -1.198 -0.069 0.0 0.0 0.0
C -3.298 -2.538 0.290 0.0 0.0 0.0
S -1.459 -2.400 0.329 0.1 0.0 0.2
O -1.248 -0.979 -0.158 -0.3 -0.1 -0.3
C -0.983 -3.410 -1.049 0.0 0.0 0.0
C -1.100 -2.922 -2.344 0.0 0.0 0.0
C -0.697 -3.730 -3.394 0.0 0.0 0.0
C -0.191 -5.002 -3.144 0.0 0.0 0.0
C -0.075 -5.472 -1.844 0.0 0.0 0.0
C -0.467 -4.669 -0.780 0.0 0.0 0.0
C -2.964 2.389 2.730 0.0 0.0 0.0
C -3.641 3.428 3.360 0.0 0.0 0.0
C -3.624 3.502 4.744 0.0 0.0 0.0
C -2.926 2.550 5.474 0.0 0.0 0.0
C -2.231 1.536 4.827 0.0 0.0 0.0
C -2.238 1.446 3.444 0.0 0.0 0.0
H -4.922 1.228 -0.133 0.0 0.0 0.0
H -5.224 1.507 1.580 0.0 0.0 0.0
H -4.826 -0.767 1.836 0.0 0.0 0.0
H -3.144 -0.320 1.730 0.0 0.0 0.0
H -3.321 -0.685 -0.812 -0.1 0.0 -0.1
H -4.907 -1.385 -0.526 0.0 0.0 0.1
H -3.550 -3.341 -0.398 0.0 0.0 -0.1
H -3.573 -2.846 1.300 0.0 -0.1 0.0
H -1.486 -1.924 -2.520 0.0 0.0 0.0
H -0.781 -3.372 -4.412 0.0 0.0 0.0
H 0.118 -5.628 -3.970 0.0 0.0 0.0
H 0.326 -6.458 -1.655 0.0 0.0 0.0
H -0.361 -5.016 0.241 0.0 0.0 0.0
H -4.178 4.167 2.777 0.0 0.0 0.0
H -4.148 4.303 5.248 0.0 0.0 0.0
H -2.913 2.605 6.554 0.0 0.0 0.0
H -1.673 0.810 5.403 0.0 0.0 0.0
H -1.646 0.692 2.938 0.0 0.0 0.0
I 0.945 -0.739 4.743 0.0 0.0 0.0
C 1.673 -1.398 2.916 0.0 0.0 0.0
C 2.598 -2.456 2.881 0.0 0.0 0.0
C 3.102 -2.929 1.698 0.0 0.0 0.0
I 4.443 -4.522 1.741 0.0 0.0 0.0
C 2.702 -2.331 0.478 0.0 0.0 0.0
C 3.129 -2.741 -0.805 0.0 0.0 0.0
C 2.663 -2.107 -1.922 0.0 0.0 0.0
C 1.772 -1.036 -1.786 0.0 0.0 0.0
N 1.364 -0.612 -0.607 0.1 -0.2 0.0
C 1.792 -1.253 0.535 0.0 0.0 0.0
C 1.232 -0.781 1.760 0.1 -0.1 0.0
O 0.335 0.180 1.741 0.0 0.1 0.0
H 2.906 -2.906 3.815 0.0 0.0 0.0
H 3.822 -3.567 -0.891 0.0 0.0 0.0
H 2.967 -2.415 -2.912 0.0 0.0 0.0
H 1.392 -0.511 -2.651 0.0 0.0 0.0
S -0.715 0.976 -2.484 -0.1 -0.2 0.0
C -1.518 2.451 -2.858 0.0 0.1 0.0
N -2.058 2.576 -4.069 0.1 0.0 0.0
C -2.676 3.806 -4.571 0.0 0.0 0.0
C -2.123 4.998 -3.809 0.0 0.0 0.0
C -2.233 4.739 -2.317 0.0 0.0 0.0
N -1.586 3.465 -2.005 0.0 -0.1 0.0
H -1.964 1.786 -4.687 0.0 0.0 0.0
H -3.760 3.744 -4.458 0.0 0.0 0.0
H -2.453 3.884 -5.633 0.0 0.0 0.0
H -2.678 5.895 -4.075 0.0 0.0 0.0
H -1.077 5.159 -4.078 0.0 0.0 0.0
H -3.281 4.710 -2.006 0.0 0.0 0.0
H -1.734 5.518 -1.743 0.0 0.0 0.0
H -1.224 3.281 -1.081 0.0 0.0 0.0
C 4.690 3.046 -0.993 0.0 0.0 0.0
Si 2.997 3.115 -1.763 0.0 0.1 -0.1
C 2.457 4.848 -2.201 0.0 0.0 0.0
C 2.895 1.968 -3.223 0.0 0.0 0.0
As 1.435 2.469 -0.067 0.0 -0.1 0.0
Si 2.136 3.306 2.079 0.0 0.0 0.0
C 3.506 2.130 2.538 0.0 0.0 0.0
C 0.693 3.204 3.234 0.0 0.0 0.0
C 2.711 5.057 1.800 0.0 0.0 0.0
H 5.422 3.363 -1.741 0.0 0.0 0.0
H 4.949 2.029 -0.692 0.0 0.0 0.0
H 4.803 3.700 -0.128 0.0 0.0 0.0
H 3.249 5.348 -2.764 0.0 0.0 0.0
H 2.245 5.456 -1.320 0.0 0.0 0.0
H 1.563 4.828 -2.828 0.0 0.0 0.0
H 3.517 2.381 -4.022 0.0 0.0 0.0
H 1.878 1.862 -3.602 0.0 0.0 0.0
H 3.289 0.980 -2.982 0.0 0.0 0.0
H 3.143 1.103 2.592 0.0 0.0 0.0
H 3.879 2.402 3.530 0.0 0.0 0.0
H 4.347 2.171 1.845 0.0 0.0 0.0
H 0.249 2.212 3.179 0.0 0.0 0.0
H -0.071 3.954 3.020 0.0 0.0 0.0
H 1.042 3.359 4.258 0.0 0.0 0.0
H 3.483 5.141 1.036 0.0 0.0 0.0
H 3.127 5.450 2.731 0.0 0.0 0.0
H 1.877 5.703 1.519 0.0 0.0 0.0
```
Positions in Å, forces in eV/Å.